# 1
C26H53CsGeN2OPS | the ωB97M-V functional and the def2-TZVPD basis

Last column: Mulliken charge in e.
Atoms and positions in Å:
Cs1 -0.5901 -0.2666 -0.3789  0.763
C1 2.3423 0.8365 1.6965  -1.011
C2 3.0502 -0.4511 2.1265  0.393
C3 3.1704 -0.5159 3.6465  -1.783
C4 2.3293 -1.6417 1.5401  0.560
C5 1.2749 -2.2698 2.1958  -0.241
C6 0.5776 -3.2969 1.5814  -0.956
C7 0.8735 -3.7133 0.2886  1.011
C8 0.0427 -4.7777 -0.3777  -1.491
C9 1.9458 -3.1064 -0.3556  0.163
C10 2.6629 -2.0925 0.2644  -0.943
H1 2.8306 1.7161 2.1210  0.457
H2 1.2960 0.8360 2.0262  0.203
H3 2.3493 0.9403 0.6050  0.284
H4 4.0595 -0.4512 1.7005  0.465
H5 2.1965 -0.4043 4.1262  0.296
H6 3.7986 0.3026 4.0036  0.454
H7 3.6105 -1.4580 3.9800  0.418
H8 0.9738 -1.9464 3.1833  0.106
H9 -0.2521 -3.7659 2.1001  0.326
H10 0.5850 -5.2725 -1.1831  0.349
H11 -0.8728 -4.3513 -0.8047  0.081
H12 -0.2682 -5.5358 0.3422  0.518
H13 2.2145 -3.4194 -1.3572  0.161
H14 3.4860 -1.6238 -0.2640  0.318
C11 -2.4589 2.4861 -4.0376  -0.881
P1 -0.7831 2.8376 -3.4967  1.099
C12 0.2517 2.7388 -4.9602  -1.017
C13 -0.8060 4.5869 -3.0300  -1.097
O1 -0.3090 1.9826 -2.3766  -0.773
H15 -2.7711 3.1860 -4.8161  0.378
H16 -3.1341 2.5723 -3.1852  0.279
H17 -2.4571 1.4730 -4.4486  0.091
H18 -0.1149 3.3916 -5.7542  0.358
H19 0.2226 1.6946 -5.2864  0.137
H20 1.2716 3.0209 -4.6972  0.326
H21 -1.1641 5.2235 -3.8403  0.363
H22 0.2027 4.8905 -2.7485  0.340
H23 -1.4563 4.7002 -2.1617  0.216
C14 -2.8893 3.0910 0.4186  -0.848
Ge1 -1.5661 2.8597 1.8923  0.639
C15 -2.0946 4.2025 3.2629  -1.209
C16 0.0842 3.5877 1.0680  -0.985
C17 -1.3359 1.0218 2.4255  -1.020
H24 -3.0013 4.1541 0.1847  0.306
H25 -3.8681 2.6900 0.6862  0.364
H26 -2.5389 2.5821 -0.4831  -0.029
H27 -2.1443 5.2025 2.8224  0.337
H28 -1.3668 4.2254 4.0755  0.334
H29 -3.0712 3.9593 3.6842  0.347
H30 -0.0175 4.6492 0.8281  0.393
H31 0.2865 3.0511 0.1374  0.177
H32 0.9434 3.4646 1.7276  0.250
H33 -2.0706 0.8273 3.2294  0.037
C18 -2.7074 -4.5462 -5.5471  -0.876
C19 -3.7038 -3.4976 -5.0738  -0.196
C20 -3.9346 -3.5181 -3.5650  -1.171
C21 -2.7139 -3.1626 -2.7129  -0.041
N1 -2.1654 -1.8190 -2.9438  0.372
C22 -1.1233 -1.7402 -3.9334  -0.638
S1 -1.2444 -0.7038 -5.3103  -0.650
N2 0.1631 -1.9810 -3.3235  0.686
C23 1.2652 -2.2087 -4.2536  -1.411
C24 1.0706 -3.3862 -5.2142  -0.267
C25 1.0087 -4.7400 -4.5202  0.450
C26 0.8225 -5.8959 -5.4956  -1.514
H34 -2.5700 -4.4939 -6.6286  0.434
H35 -3.0328 -5.5609 -5.2955  0.381
H36 -1.7285 -4.3734 -5.0922  -0.099
H37 -4.6687 -3.6529 -5.5689  0.435
H38 -3.3449 -2.5116 -5.3768  0.062
H39 -4.3027 -4.5030 -3.2514  0.436
H40 -4.7312 -2.8055 -3.3189  0.346
H41 -1.9042 -3.8775 -2.8912  -0.221
H42 -2.9949 -3.2758 -1.6567  0.215
H43 -2.9030 -1.1791 -3.2129  0.310
H44 0.0730 -2.7685 -2.6856  -0.427
H45 2.1769 -2.3604 -3.6634  0.452
H46 1.3939 -1.2931 -4.8282  0.364
H47 1.8892 -3.3927 -5.9438  0.543
H48 0.1507 -3.2078 -5.7773  0.087
H49 0.1856 -4.7486 -3.7939  -0.323
H50 1.9262 -4.8897 -3.9372  0.432
H51 -0.1016 -5.7764 -6.0632  0.229
H52 0.7786 -6.8599 -4.9840  0.372
H53 1.6444 -5.9358 -6.2143  0.415

Results
Energy (eV): -110037.7545
HOMO-LUMO gap (alpha / beta) (eV): 5.6 / 3.8
ΔE to the lowest compared entry with this formula, charge and spin (kcal/mol): 7.6
Net charge: -1



# 2
C25H45BO13P | the ωB97M-V functional and the def2-TZVPD basis

Last column: Mulliken charge in e.
Atoms and positions in Å:
C1 -3.1575 2.2973 0.7747  -0.479
B1 -1.8416 1.5345 0.2705  0.453
O1 -0.9103 1.2672 1.3162  -0.598
P1 -1.5383 0.9505 -1.5855  0.066
H1 -3.9409 2.2311 0.0273  0.220
H2 -2.9804 3.3463 0.9971  0.209
H3 -3.5267 1.7475 1.6436  -0.168
H4 -1.2283 0.4450 1.7276  0.220
H5 -1.9882 -0.4445 -1.1171  -0.313
H6 -2.9508 1.3404 -1.8909  -0.070
H7 -1.1051 2.3299 -2.0389  -0.084
H8 -0.1440 0.6370 -1.3002  -0.390
H9 -1.3802 0.4040 -2.9509  -0.018
O2 -6.3436 3.1984 1.4482  -0.557
C2 -6.1505 4.2641 0.9471  0.558
O3 -5.5682 4.4404 -0.2631  -0.306
C3 -5.3832 5.8404 -0.5163  -0.430
C4 -6.3922 6.5546 0.3729  -0.486
C5 -6.4698 5.6127 1.5693  -0.466
H10 -4.3516 6.0999 -0.2691  0.268
H11 -5.5487 6.0300 -1.5740  0.293
H12 -6.1002 7.5735 0.6223  0.314
H13 -7.3619 6.5957 -0.1265  0.262
H14 -5.7080 5.8371 2.3173  0.251
H15 -7.4535 5.5992 2.0298  0.304
O4 -2.1608 -1.1215 4.2667  -0.621
C6 -3.1913 -0.5205 4.3520  0.587
O5 -3.2619 0.7687 4.7551  -0.339
C7 -4.6349 1.1824 4.8533  -0.465
C8 -5.4053 0.2309 3.9493  -0.365
C9 -4.5832 -1.0522 4.0708  -0.472
H16 -4.9437 1.1060 5.9000  0.323
H17 -4.7144 2.2193 4.5362  0.285
H18 -6.4508 0.1213 4.2322  0.371
H19 -5.3718 0.5943 2.9216  0.167
H20 -4.8969 -1.6680 4.9159  0.291
H21 -4.5912 -1.6390 3.1569  0.280
O6 1.5569 0.2223 -3.1324  -0.583
C10 2.3058 -0.3437 -2.3984  0.356
O7 1.9203 -0.8224 -1.1852  -0.253
C11 3.0500 -1.3544 -0.4839  0.164
C12 4.0819 -1.6792 -1.5562  -0.636
C13 3.7883 -0.6092 -2.6041  -0.016
H22 3.4085 -0.5958 0.2187  0.297
H23 2.7398 -2.2328 0.0738  -0.297
H24 5.1052 -1.6742 -1.1862  0.375
H25 3.8827 -2.6681 -1.9734  0.235
H26 4.3329 0.3092 -2.4098  -0.177
H27 3.9806 -0.9515 -3.6143  0.447
O8 4.0170 -4.0468 1.0478  -0.568
C14 3.5633 -4.2439 2.1355  0.511
O9 3.0377 -5.4364 2.5078  -0.361
C15 2.4663 -5.3349 3.8244  -0.434
C16 3.1630 -4.1460 4.4731  -0.484
C17 3.4316 -3.2461 3.2689  -0.377
H28 1.3905 -5.1797 3.7220  0.266
H29 2.6376 -6.2679 4.3561  0.300
H30 2.5707 -3.6780 5.2566  0.334
H31 4.1097 -4.4658 4.9119  0.256
H32 2.5888 -2.5868 3.0534  0.247
H33 4.3413 -2.6623 3.3715  0.340
O10 -2.9179 -4.9053 -2.3463  -0.629
C18 -1.8408 -4.4847 -2.0282  0.411
O11 -1.6420 -3.7198 -0.9402  -0.334
C19 -0.2647 -3.2894 -0.8767  0.010
C20 0.5041 -4.3069 -1.7063  -0.163
C21 -0.5285 -4.6874 -2.7642  -0.432
H34 -0.1906 -2.2805 -1.2868  -0.048
H35 0.0505 -3.2704 0.1646  0.199
H36 1.4355 -3.9105 -2.1078  0.062
H37 0.7459 -5.1829 -1.0994  0.262
H38 -0.5059 -4.0169 -3.6243  0.272
H39 -0.4313 -5.7189 -3.0926  0.310
O12 6.4246 -0.0868 -3.5080  -0.526
C22 6.6794 0.9535 -4.0345  0.529
O13 7.3971 1.0421 -5.1841  -0.364
C23 7.6248 2.4212 -5.5186  -0.429
C24 6.5287 3.1956 -4.7990  -0.584
C25 6.3072 2.3423 -3.5524  -0.305
H40 8.6242 2.6988 -5.1746  0.252
H41 7.5821 2.5337 -6.5993  0.315
H42 6.7992 4.2289 -4.5908  0.324
H43 5.6216 3.2012 -5.4040  0.283
H44 6.9793 2.6180 -2.7382  0.278
H45 5.2771 2.3659 -3.2075  0.270

Results
Energy (eV): -63235.5649
HOMO-LUMO gap (eV): 3.9
Net charge: -1



# 3
C28H36O3 | the ωB97M-V functional and the def2-TZVPD basis

Last column: Mulliken charge in e.
Atoms and positions in Å:
C1 -1.3046 4.4148 -0.9304  -1.429
C2 -0.6000 3.1134 -1.2101  0.223
O1 -0.5076 2.4475 0.0790  -0.271
C3 0.0507 1.2158 0.0449  0.653
C4 0.0676 0.6069 1.3662  1.317
C5 0.6559 -0.6925 1.5784  0.184
O2 1.2814 -0.9090 2.6346  -0.745
C6 0.5239 -1.8423 0.5924  0.269
C7 1.6702 -1.9640 -0.4068  -0.720
C8 3.0762 -2.2043 0.1879  -1.062
C9 4.0930 -1.0511 0.0241  -0.812
C10 4.3848 -0.2545 1.3156  -0.627
C11 4.4478 1.2690 1.0986  -1.289
C12 3.0572 1.9186 1.1824  0.521
C13 2.5320 2.1181 2.6051  -0.748
C14 1.0906 2.6271 2.6869  -0.761
C15 -0.0458 1.5799 2.5113  -1.713
O3 0.4964 0.7693 -1.0191  -0.869
H1 -1.7249 4.8240 -1.8528  0.441
H2 -2.1147 4.2955 -0.2023  0.284
H3 -0.5891 5.1465 -0.5435  0.336
H4 -1.1966 2.5030 -1.9026  -0.092
H5 0.4229 3.2557 -1.6129  0.312
H6 0.4364 -2.7615 1.1900  0.739
H7 -0.4062 -1.7291 0.0295  -1.222
H8 1.4376 -2.8249 -1.0569  0.631
H9 1.6536 -1.0609 -1.0340  0.115
H10 2.9924 -2.5038 1.2419  0.478
H11 3.4955 -3.0676 -0.3512  0.463
H12 5.0446 -1.4991 -0.3122  0.422
H13 3.7613 -0.3826 -0.7862  0.359
H14 3.6035 -0.4805 2.0601  0.264
H15 5.3441 -0.6062 1.7284  0.543
H16 5.1131 1.7074 1.8568  0.356
H17 4.8741 1.4844 0.1060  0.419
H18 3.0914 2.8985 0.6797  0.450
H19 2.3402 1.3193 0.5995  -0.541
H20 2.6376 1.1959 3.1925  0.188
H21 3.1864 2.8776 3.0629  0.553
H22 0.9614 3.0731 3.6843  0.468
H23 0.9387 3.4389 1.9615  0.218
H24 -0.9868 2.1349 2.3794  0.288
H25 -0.1126 0.9908 3.4378  0.534
C16 -2.3826 -0.6050 -0.8024  -0.503
C17 -2.4935 -0.6235 -2.2293  0.491
C18 -1.6960 0.2398 -3.0359  -0.111
C19 -1.9493 0.4278 -4.3831  -1.043
C20 -2.9540 -0.3119 -5.0200  -0.306
C21 -3.7047 -1.2399 -4.2746  -0.949
C22 -3.4832 -1.4021 -2.9125  -0.350
C23 -2.8328 -1.6774 0.0219  0.769
C24 -3.2426 -1.4058 1.3609  -0.257
C25 -3.4466 -2.4463 2.2527  -0.713
C26 -3.2807 -3.7842 1.8477  -0.381
C27 -2.9639 -4.0706 0.5096  -0.851
C28 -2.7797 -3.0432 -0.4073  -0.101
H26 -2.1734 0.3468 -0.3143  0.641
H27 -0.8343 0.7275 -2.5816  0.778
H28 -1.3461 1.1510 -4.9502  0.425
H29 -3.1419 -0.1793 -6.0883  0.394
H30 -4.4756 -1.8285 -4.7702  0.384
H31 -4.0940 -2.1091 -2.3484  0.551
H32 -3.3826 -0.3610 1.6574  0.354
H33 -3.7231 -2.2260 3.2840  0.391
H34 -3.3961 -4.5977 2.5663  0.396
H35 -2.8477 -5.1037 0.1769  0.368
H36 -2.5489 -3.2696 -1.4560  0.498

Results
Energy (eV): -35759.4149
HOMO-LUMO gap (eV): 3.4
ΔE to the lowest compared entry with this formula, charge and spin (kcal/mol): 0.0
Net charge: 0